No. 1
Computed, not measured: a molecular structure, C42H28BeCl5OP2S, with ωB97M-V/def2-TZVPD.

Output
LUMO level, hartree: -0.0983
Frontier orbital gap, eV: 8.71
Energy, a.u.: -5088.9884
Net charge: +1
E_HOMO, eV: -11.3877

```
80
Properties=species:S:1:pos:R:3:lowdin_charge:R:1
Be -0.7154 0.2427 -0.0491 -0.04
O 3.8559 1.1669 0.7795 -0.45
S 2.6864 0.3553 0.3527 0.92
C 2.6520 -1.1220 1.3828 -0.34
C 3.8609 -1.7627 1.6268 -0.05
C 3.9332 -2.7550 2.5845 -0.04
C 2.8065 -3.0835 3.3280 -0.04
C 1.6034 -2.4383 3.0924 -0.08
C 1.4996 -1.4619 2.0996 -0.32
P -0.0875 -0.5737 1.8913 1.10
C -1.4058 -1.7512 2.3205 -0.40
C -1.2797 -3.1140 2.0626 -0.10
C -2.3736 -3.9590 2.2109 -0.06
C -3.6038 -3.4479 2.5993 -0.06
C -3.7454 -2.0852 2.8319 -0.06
C -2.6556 -1.2396 2.6869 -0.13
C 0.0074 0.6565 3.2318 -0.33
C 0.7135 1.8295 2.9773 -0.11
C 0.9227 2.7569 3.9872 -0.06
C 0.4278 2.5185 5.2597 -0.06
C -0.2599 1.3417 5.5274 -0.06
C -0.4633 0.4069 4.5216 -0.08
C 3.0685 -0.3974 -1.2212 -0.38
C 4.3877 -0.7217 -1.4946 -0.06
C 4.7099 -1.2792 -2.7191 -0.04
C 3.7173 -1.4945 -3.6646 -0.04
C 2.4053 -1.1223 -3.4066 -0.05
C 2.0599 -0.5514 -2.1828 -0.33
P 0.3738 0.1371 -1.9528 1.10
C 0.5290 1.8741 -2.4702 -0.35
C -0.6388 2.6007 -2.7262 -0.14
C -0.5666 3.9436 -3.0568 -0.08
C 0.6695 4.5784 -3.1153 -0.07
C 1.8287 3.8663 -2.8514 -0.06
C 1.7623 2.5141 -2.5353 -0.07
C -0.5898 -0.7410 -3.2228 -0.39
C -0.9641 -0.1879 -4.4419 -0.07
C -1.6577 -0.9595 -5.3701 -0.06
C -1.9674 -2.2813 -5.0895 -0.06
C -1.5815 -2.8441 -3.8772 -0.06
C -0.9010 -2.0747 -2.9487 -0.14
H 4.7543 -1.4600 1.0949 0.11
H 4.8758 -3.2560 2.7703 0.12
H 2.8696 -3.8356 4.1054 0.12
H 0.7376 -2.6884 3.6914 0.11
H -0.3295 -3.5264 1.7424 0.11
H -2.2606 -5.0200 2.0199 0.11
H -4.4537 -4.1087 2.7154 0.11
H -4.7070 -1.6774 3.1220 0.11
H -2.7809 -0.1756 2.8502 0.11
H 1.1016 2.0324 1.9879 0.07
H 1.4725 3.6657 3.7750 0.12
H 0.5831 3.2468 6.0475 0.11
H -0.6350 1.1451 6.5248 0.11
H -0.9727 -0.5183 4.7539 0.11
H 5.1598 -0.5028 -0.7654 0.11
H 5.7385 -1.5368 -2.9394 0.12
H 3.9688 -1.9312 -4.6229 0.12
H 1.6532 -1.2594 -4.1717 0.11
H -1.6074 2.1172 -2.6655 0.11
H -1.4759 4.4991 -3.2575 0.12
H 0.7256 5.6306 -3.3664 0.11
H 2.7923 4.3588 -2.8948 0.11
H 2.6810 1.9702 -2.3440 0.10
H -0.7081 0.8365 -4.6807 0.11
H -1.9505 -0.5230 -6.3174 0.11
H -2.5083 -2.8776 -5.8150 0.11
H -1.8144 -3.8788 -3.6578 0.11
H -0.5964 -2.5193 -2.0040 0.10
Cl -2.7009 -0.8513 -0.4775 0.84
C -3.0242 0.8173 0.0122 -0.62
C -1.8544 1.5460 0.1338 -0.28
C -2.0141 2.8957 0.3885 -0.66
Cl -0.6261 3.9337 0.3601 0.74
C -3.2823 3.4521 0.5785 -0.69
Cl -3.4540 5.1304 0.8832 0.71
C -4.4279 2.6471 0.5012 -0.69
Cl -5.9829 3.3236 0.7393 0.72
C -4.3062 1.2959 0.1931 -0.71
Cl -5.6642 0.2621 0.0306 0.72
```

No. 2
Computed, not measured: a molecular structure, C42H28Cl5N6O3SZr, with ωB97M-V/def2-TZVPD.

Output
LUMO level, hartree: -0.1302
Frontier orbital gap, eV: 6.69
Energy, a.u.: -4917.7527
Net charge: +1
E_HOMO, eV: -10.2301

```
86
Properties=species:S:1:pos:R:3:lowdin_charge:R:1
Zr 0.8282 0.2194 0.5738 1.70
C -2.4829 3.3836 0.0893 -0.07
C -2.9538 3.2433 -1.2094 -0.07
C -2.3889 2.2865 -2.0368 -0.03
C -1.3447 1.4926 -1.5634 -0.25
C -0.8307 1.6174 -0.2608 -0.21
C -1.4371 2.5865 0.5438 -0.10
C -0.7625 0.4104 -2.3771 -0.24
C -1.5866 -0.3220 -3.3342 0.01
C -1.2255 -1.5599 -3.7013 0.02
C 0.0332 -2.1043 -3.2304 -0.16
C 0.3767 -3.3945 -3.3274 -0.06
C 1.6105 -3.9244 -2.6713 -0.52
C 2.7071 -2.8604 -2.3724 -0.21
C 2.2321 -1.4449 -2.4599 0.01
C 0.9555 -1.1294 -2.6437 -0.22
N 0.4519 0.0621 -2.0823 0.09
H -2.9279 4.1203 0.7467 0.11
H -3.7544 3.8738 -1.5727 0.11
H -2.7545 2.1773 -3.0507 0.11
H -1.1025 2.7366 1.5649 0.09
H -2.5391 0.0926 -3.6304 0.11
H -1.8739 -2.1781 -4.3105 0.13
H -0.2765 -4.1102 -3.8118 0.12
H 2.0443 -4.7262 -3.2611 0.10
H 3.5123 -3.0357 -3.0923 0.15
H 2.9058 -0.6934 -2.0732 0.06
Cl 0.7139 4.6319 6.7673 0.70
C 0.8581 3.8208 5.2479 -0.66
C 1.4534 4.4992 4.1689 -0.08
C 1.5963 3.8904 2.9513 -0.54
Cl 2.2976 4.7436 1.6254 0.81
C 1.1629 2.5569 2.7366 -0.36
O 1.3363 1.9788 1.6012 -0.29
C 0.5286 1.9136 3.8303 -0.13
C -0.0350 0.6270 3.6467 -0.13
O -0.0460 -0.0223 2.5822 -0.15
C 0.3941 2.5504 5.0840 -0.04
H 1.7994 5.5150 4.3051 0.12
H -0.5240 0.1677 4.5138 0.15
H -0.0833 2.0281 5.9034 0.12
Cl 6.5785 -4.6712 0.6245 0.69
C 5.1387 -3.7290 0.4319 -0.66
C 4.6556 -2.9968 1.5010 -0.11
C 3.5032 -2.2606 1.3102 -0.55
Cl 2.8798 -1.2554 2.5900 0.76
C 2.7947 -2.2459 0.1084 -0.41
O 1.6597 -1.5512 0.0233 -0.40
C 3.3383 -2.9604 -0.9797 -0.16
Cl 1.0330 -4.8013 -1.1791 0.68
C 4.5005 -3.6922 -0.7983 -0.05
H 5.1696 -2.9902 2.4512 0.11
H 4.9273 -4.2392 -1.6293 0.12
N -9.7822 -2.4533 -0.0821 0.18
C -8.6408 -2.3915 0.0248 -0.17
C -7.2104 -2.3123 0.1537 -0.22
C -6.6280 -1.1899 0.7371 -0.01
C -5.2531 -1.1151 0.8642 0.01
C -4.4653 -2.1544 0.3904 -0.18
C -5.0367 -3.2744 -0.1953 0.01
C -6.4125 -3.3569 -0.3063 0.00
N -3.0484 -2.0652 0.4965 0.00
C -2.1727 -3.0906 0.7877 -0.01
C -0.9299 -2.5566 0.7141 -0.10
N -1.0264 -1.2194 0.3741 -0.04
C -2.3153 -0.9626 0.2593 -0.10
H -7.2552 -0.3883 1.1012 0.13
H -4.7946 -0.2604 1.3442 0.12
H -4.4086 -4.0681 -0.5773 0.12
H -6.8732 -4.2229 -0.7606 0.13
H -2.5124 -4.0813 1.0304 0.13
H 0.0221 -3.0318 0.8584 0.08
H -2.7482 -0.0152 -0.0124 0.14
C 5.2011 3.6108 -0.0334 -0.02
N 3.9359 3.5756 -0.7479 -0.14
C 3.3665 4.6487 -1.4140 -0.08
C 2.1897 4.2301 -1.9176 -0.05
N 2.0614 2.9046 -1.5608 0.10
C 3.1265 2.5049 -0.8421 -0.72
S 3.4038 0.9483 -0.2098 0.74
H 5.2496 4.5175 0.5653 0.09
H 6.0331 3.5854 -0.7352 0.10
H 5.2520 2.7438 0.6192 0.07
H 3.8497 5.6079 -1.4605 0.13
H 1.4433 4.7489 -2.4902 0.13
H 1.3313 2.2568 -1.8387 0.12
```

No. 3
Computed, not measured: 7 unconnected molecules or ions with the total composition C42H28O28, with ωB97M-V/def2-TZVPD.

Output
LUMO level (alpha / beta), hartree: -0.2459 / -0.3129
Frontier orbital gap (alpha / beta), eV: 4.11 / 2.29
Energy, a.u.: -3723.4841
Net charge: +1
2S+1: 2
E_HOMO (alpha / beta), eV: -10.8023 / -10.8023

```
98
Properties=species:S:1:pos:R:3:lowdin_charge:R:1
C -0.9944 1.6330 -15.9220 0.08
C -0.9002 1.0593 -14.7213 -0.26
C -1.4295 -0.2354 -14.4687 -0.36
O -1.4182 -0.7110 -13.3349 0.10
C -1.9951 -0.9666 -15.5582 0.08
C -1.9587 -0.4358 -16.8478 -0.13
C -1.5191 1.0189 -17.1195 -0.29
O -1.5160 1.5026 -18.2446 0.12
O -2.4404 -1.1550 -17.9234 0.09
O -0.1615 1.6264 -13.7740 0.11
H -0.4379 2.5544 -16.0092 0.13
H -2.1976 -2.0000 -15.3184 0.13
H -2.4590 -0.5029 -18.6277 0.10
H -0.0487 0.9440 -13.1083 0.12
C -5.5756 -3.3407 -9.9620 0.05
C -5.0707 -2.1178 -10.3029 -0.19
C -4.1405 -1.9278 -11.4806 -0.32
O -3.6408 -0.8863 -11.7483 0.15
C -3.8914 -3.2328 -12.1869 0.09
C -4.3459 -4.4488 -11.7754 -0.19
C -5.2101 -4.6038 -10.5121 -0.31
O -5.5433 -5.6915 -10.0240 0.12
O -3.9780 -5.6218 -12.3567 0.11
O -5.3005 -0.9833 -9.6110 0.07
H -6.1032 -3.4097 -9.0222 0.12
H -3.1488 -3.1476 -12.9664 0.12
H -4.4222 -6.3643 -11.9408 0.11
H -4.6102 -0.3716 -9.8774 0.08
C -8.2552 0.3266 -11.3856 0.16
C -8.6925 -0.8347 -10.7417 -0.15
C -8.7535 -0.9887 -9.2574 -0.29
O -9.1379 -1.9557 -8.6255 0.19
C -8.3092 0.2830 -8.6258 0.22
C -7.7880 1.3994 -9.2890 -0.05
C -7.7110 1.5593 -10.7979 -0.31
O -7.1971 2.5340 -11.2849 0.18
O -7.5116 2.5467 -8.5670 0.21
O -9.1113 -1.8964 -11.4447 0.18
H -8.3465 0.3228 -12.4617 0.15
H -8.4505 0.3114 -7.5555 0.15
H -7.1425 3.1896 -9.1769 0.13
H -9.4637 -2.6496 -10.9650 0.15
C -5.9833 -1.3064 -5.7794 0.05
C -5.2507 -2.4158 -6.0567 -0.18
C -3.7380 -2.3338 -6.1786 -0.27
O -3.0260 -3.3428 -6.3092 0.12
C -3.1991 -0.9750 -5.9689 0.08
C -3.9364 0.0785 -5.6226 -0.18
C -5.4442 -0.0011 -5.5740 -0.33
O -6.2413 0.9194 -5.4095 0.10
O -3.3988 1.3622 -5.5675 0.06
O -5.7777 -3.6904 -6.1339 0.09
H -7.0527 -1.4468 -5.7226 0.13
H -2.1525 -0.8200 -6.1861 0.14
H -3.9387 2.0134 -5.1136 0.13
H -5.0715 -4.3381 -6.1925 0.11
C 2.8468 6.6078 -15.8644 0.09
C 3.3388 5.3451 -15.7869 -0.22
C 2.5288 4.2179 -15.3069 -0.31
O 2.9157 3.0368 -15.4651 0.09
C 1.2488 4.5700 -14.7772 0.06
C 0.7799 5.8644 -14.6637 -0.18
C 1.4741 7.0149 -15.3845 -0.29
O 0.9774 8.1110 -15.5180 0.12
O -0.3331 6.1664 -13.9705 0.09
O 4.6103 5.0256 -16.2094 0.10
H 3.5552 7.2517 -16.3643 0.13
H 0.6301 3.8140 -14.3167 0.09
H -0.4925 7.1127 -14.0004 0.09
H 4.6526 4.0703 -16.1245 0.10
C -3.3144 2.5583 -10.6115 0.06
C -2.4269 3.1303 -11.4019 -0.22
C -1.1384 3.6728 -10.8906 -0.26
O -0.4255 4.2447 -11.6867 0.13
C -0.8226 3.2167 -9.4574 0.12
C -1.7254 2.4862 -8.7530 -0.20
C -3.0847 2.1571 -9.2374 -0.35
O -3.9513 1.5918 -8.6599 0.13
O -1.4040 2.1595 -7.4727 0.10
O -2.6717 3.3458 -12.7125 0.12
H -4.2356 2.2467 -11.0812 0.13
H 0.1286 3.3706 -8.9697 0.12
H -2.0848 1.5693 -7.1414 0.06
H -1.8514 3.6576 -13.1017 0.09
C -0.8551 7.4808 -10.2107 0.09
C 0.0551 7.6885 -11.1703 -0.23
C 1.4945 7.1188 -11.0166 -0.25
O 2.4099 7.2171 -11.8499 0.10
C 1.6767 6.2951 -9.7511 0.12
C 0.6744 6.0635 -8.8053 -0.28
C -0.5990 6.7123 -8.9038 -0.31
O -1.2558 6.9149 -7.8916 0.12
O 0.9537 5.4345 -7.6539 0.09
O -0.0889 8.4927 -12.2547 0.08
H -1.8018 7.9782 -10.3617 0.13
H 2.6147 5.8500 -9.4537 0.13
H 0.2264 5.6068 -7.0515 0.11
H 0.7723 8.7604 -12.5836 0.11
```

No. 4
Computed, not measured: a molecular structure, C42H30Cl2N7O5Rb, with ωB97M-V/def2-TZVPD.

Output
LUMO level, hartree: 0.1293
Frontier orbital gap, eV: 4.93
Energy, a.u.: -3322.6303
Net charge: -2
E_HOMO, eV: -1.4146

```
87
Properties=species:S:1:pos:R:3:lowdin_charge:R:1
Rb 0.1128 0.3392 0.6651 0.80
Cl 2.1002 -1.0104 8.2511 0.57
C 1.0921 -0.7619 6.8380 -0.70
C 1.6134 -1.0515 5.5881 -0.06
C 0.8676 -0.8853 4.4111 -0.20
N 1.3365 -1.2450 3.1445 0.06
C 2.5804 -1.6556 2.9603 -0.51
O 3.5668 -1.7579 3.7248 -0.04
C 2.8402 -2.1825 1.5510 -0.21
C 3.4751 -3.4227 1.4303 -0.03
C 3.6931 -3.9502 0.1742 -0.09
C 3.3077 -3.2122 -0.9395 -0.09
C 2.7259 -1.9734 -0.7298 -0.14
N 2.4911 -1.4678 0.4826 0.08
C -0.4677 -0.3781 4.5268 -0.21
C -0.9536 -0.0876 5.8080 -0.06
C -0.1957 -0.2827 6.9494 -0.70
Cl -0.9007 0.0992 8.5081 0.57
N -1.2856 -0.2876 3.3947 0.08
C -2.3170 0.5427 3.3932 -0.56
O -2.6968 1.4255 4.1890 -0.03
C -3.2373 0.3336 2.2011 -0.21
C -4.1743 -0.7039 2.2531 -0.02
C -5.0789 -0.8504 1.2247 -0.09
C -5.0374 0.0577 0.1707 -0.10
C -4.0683 1.0429 0.2018 -0.17
N -3.1682 1.1840 1.1775 0.13
H 2.6254 -1.4127 5.5093 0.08
H 3.7803 -3.9342 2.3331 0.11
H 4.1598 -4.9226 0.0582 0.09
H 3.4551 -3.5805 -1.9469 0.09
H 2.4135 -1.3493 -1.5608 0.09
H -1.9495 0.3137 5.9056 0.09
H -4.1521 -1.3780 3.0994 0.11
H -5.8067 -1.6545 1.2374 0.09
H -5.7260 -0.0022 -0.6633 0.09
H -4.0015 1.7588 -0.6110 0.09
C -1.5902 3.5697 -2.7347 -0.04
C -2.2822 3.0855 -3.8307 -0.08
C -2.6708 1.7548 -3.8454 -0.03
C -2.3533 0.9581 -2.7479 -0.23
N -1.6681 1.4187 -1.7062 0.10
C -1.2955 2.6916 -1.6968 -0.12
C -2.7705 -0.4729 -2.6590 -0.21
C -3.8687 -0.9639 -3.3650 -0.03
C -4.2192 -2.2929 -3.2015 -0.07
C -3.4762 -3.0856 -2.3444 -0.02
C -2.3979 -2.5083 -1.6758 -0.20
N -2.0576 -1.2358 -1.8389 0.21
C -1.5706 -3.2818 -0.7054 -0.23
C -1.2708 -4.6237 -0.9072 -0.04
C -0.4762 -5.2681 0.0314 -0.08
C -0.0298 -4.5574 1.1297 -0.05
C -0.3900 -3.2175 1.2542 -0.11
N -1.1373 -2.5940 0.3488 0.12
H -1.2569 4.5976 -2.6829 0.10
H -2.5067 3.7308 -4.6719 0.10
H -3.1872 1.3379 -4.7000 0.10
H -0.6950 3.0025 -0.8489 0.10
H -4.4546 -0.3101 -3.9965 0.10
H -5.0797 -2.6994 -3.7194 0.10
H -3.7395 -4.1194 -2.1637 0.10
H -1.6208 -5.1376 -1.7937 0.10
H -0.2009 -6.3073 -0.1061 0.10
H 0.6041 -5.0084 1.8814 0.10
H -0.0469 -2.6059 2.0885 0.08
C 4.8652 6.1416 0.0011 -0.11
O 4.8512 5.6831 -1.3314 -0.10
C 3.9912 4.6486 -1.6173 -0.30
C 4.0417 4.1937 -2.9534 -0.06
C 3.2274 3.1487 -3.3046 -0.07
C 2.3478 2.5073 -2.4114 -0.11
C 1.6258 1.3241 -2.8561 -0.41
C 1.5482 1.0380 -4.3586 -0.03
O 1.0844 0.5106 -2.1170 -0.05
C 2.2400 3.0111 -1.0529 -0.39
O 1.4036 2.6117 -0.2105 -0.18
C 3.1418 4.0900 -0.7070 0.04
H 5.6155 6.9294 0.0459 0.08
H 5.1332 5.3423 0.6974 0.09
H 3.8936 6.5486 0.2964 0.09
H 4.7261 4.6569 -3.6510 0.09
H 3.2897 2.7832 -4.3231 0.09
H 1.3158 1.9272 -4.9458 0.07
H 0.7746 0.2855 -4.5006 0.07
H 2.4975 0.6335 -4.7195 0.08
H 3.0752 4.4306 0.3165 0.10
```

No. 5
Computed, not measured: a molecular structure, C42H30ClFeN9OSe, with ωB97M-V/def2-TZVPD.

Output
LUMO level, hartree: -0.0234
Frontier orbital gap, eV: 6.11
Energy, a.u.: -6312.0397
E_HOMO, eV: -6.7476

```
85
Properties=species:S:1:pos:R:3:lowdin_charge:R:1
Fe 1.3670 0.9913 -0.1199 0.37
C -2.3941 1.9822 -1.6040 -0.06
C -2.8531 2.9207 -0.6766 -0.07
C -2.2119 3.0089 0.5285 -0.01
C -1.1006 2.1823 0.8173 -0.31
N -0.5496 1.4191 -0.1679 0.05
C -1.2507 1.2825 -1.3046 -0.16
N -0.7188 2.1189 2.1193 0.18
C 0.2975 1.4171 2.5234 -0.28
N 1.2830 0.9285 1.7261 0.06
C 2.1596 0.2242 2.4923 -0.25
N 3.2192 -0.4076 2.0909 0.18
C 3.7653 -0.2408 0.8614 -0.29
C 4.9080 -1.0219 0.5674 0.00
C 5.6550 -0.7686 -0.5489 -0.07
C 5.2916 0.3116 -1.3594 -0.06
C 4.1412 0.9943 -1.0551 -0.11
N 3.3303 0.6997 -0.0242 0.08
C 1.7405 0.2934 3.8918 -0.09
C 2.3057 -0.2047 5.0512 -0.01
C 1.6684 0.0694 6.2521 -0.08
C 0.4958 0.8230 6.2802 -0.08
C -0.0638 1.3304 5.1168 -0.01
C 0.5737 1.0640 3.9172 -0.08
H -2.9093 1.8108 -2.5383 0.10
H -3.7195 3.5312 -0.8965 0.10
H -2.5402 3.6712 1.3174 0.11
H -0.8774 0.5505 -2.0045 0.11
H 5.1603 -1.7971 1.2770 0.11
H 6.5313 -1.3583 -0.7848 0.11
H 5.8944 0.6067 -2.2066 0.10
H 3.8514 1.8378 -1.6667 0.11
H 3.2132 -0.7918 5.0015 0.11
H 2.0805 -0.3060 7.1798 0.10
H 0.0163 1.0089 7.2328 0.10
H -0.9729 1.9172 5.1402 0.11
Cl 1.6374 -4.9222 -4.2151 0.63
C 1.5581 -3.6891 -2.9901 -0.69
C 1.3964 -4.0567 -1.6452 -0.09
C 1.2824 -3.0864 -0.6849 -0.03
C 1.3122 -1.7079 -1.0128 -0.37
O 1.1003 -0.8432 -0.0975 -0.19
C 1.5281 -1.3495 -2.3880 -0.12
C 1.5639 -0.0008 -2.8153 -0.04
N 1.4834 1.0298 -2.0236 -0.02
C 1.5179 2.3361 -2.4985 -0.19
C 1.5013 2.7586 -3.8214 0.00
C 1.6468 4.1103 -4.1419 -0.07
C 1.8150 5.0655 -3.1703 -0.03
C 1.8246 4.6873 -1.8148 -0.15
C 1.9968 5.5927 -0.7481 0.00
C 1.9864 5.1218 0.5374 -0.03
C 1.8223 3.7533 0.7767 -0.06
N 1.6669 2.8728 -0.1943 0.05
C 1.6567 3.3198 -1.4808 -0.13
C 1.6402 -2.3747 -3.3528 -0.08
H 1.3487 -5.1008 -1.3668 0.11
H 1.1458 -3.3446 0.3559 0.11
H 1.6698 0.1621 -3.8868 0.12
H 1.3691 2.0398 -4.6177 0.10
H 1.6334 4.4061 -5.1831 0.11
H 1.9353 6.1085 -3.4336 0.11
H 2.1402 6.6458 -0.9550 0.12
H 2.1091 5.7872 1.3806 0.11
H 1.8108 3.3569 1.7805 0.12
H 1.7845 -2.1100 -4.3938 0.11
C -4.3597 -2.3257 2.3645 -0.03
N -4.2441 -2.8301 1.0191 -0.08
C -3.1964 -2.5991 0.1803 -0.73
Se -1.6747 -1.6450 0.4840 0.81
N -3.4884 -3.2451 -0.9822 0.11
C -4.7101 -3.8893 -0.8972 -0.18
C -5.4289 -4.6582 -1.7944 -0.01
C -6.6529 -5.1552 -1.3660 -0.10
C -7.1320 -4.8957 -0.0847 -0.09
C -6.4066 -4.1295 0.8186 -0.01
C -5.1911 -3.6252 0.3890 -0.16
H -3.5529 -1.6174 2.5371 0.04
H -4.2833 -3.1404 3.0864 0.10
H -5.3177 -1.8195 2.4888 0.10
H -2.8726 -3.2257 -1.7753 0.15
H -5.0504 -4.8648 -2.7866 0.11
H -7.2444 -5.7593 -2.0408 0.10
H -8.0899 -5.2989 0.2154 0.10
H -6.7745 -3.9432 1.8186 0.11
```

no.,F_max (eV/Å)
1,0.59
2,0.70
3,4.62
4,0.31
5,1.87